Record 1
C33H49AgNOSb2Se4Te as an isolated structure. Source: the OMol25 dataset; level of theory: ωB97M-V/def2-TZVPD.

Computed properties:
F_max in hartree/bohr: 0.01603
LUMO energy (alpha / beta) in eV: 3.56 / 2.40
Net charge: -2
Molecular weight in g mol⁻¹: 1270.59
Spin multiplicity: 2
E in hartree: -11918.0622

Last column: Löwdin spin population.
Cartesian coordinates (Å):
Ag  -1.282  -2.511  -0.288  0.164
C  -3.064  -1.568  1.733  0.071
C  -2.910  -2.930  1.988  0.050
C  -3.293  -3.649  0.816  0.115
C  -3.683  -2.715  -0.180  -0.004
C  -3.533  -1.413  0.397  0.150
C  -3.987  -0.109  -0.183  0.019
C  -4.551  -3.023  -1.371  -0.004
C  -3.436  -5.140  0.753  0.013
C  -2.524  -3.560  3.295  0.004
C  -2.868  -0.434  2.690  0.010
H  -4.807  0.315  0.407  0.007
H  -4.334  -0.232  -1.209  0.000
H  -3.172  0.620  -0.176  0.005
H  -5.607  -2.913  -1.099  -0.001
H  -4.405  -4.048  -1.713  0.000
H  -4.359  -2.353  -2.210  -0.001
H  -4.383  -5.453  1.208  0.006
H  -2.635  -5.638  1.304  0.002
H  -3.415  -5.512  -0.272  0.001
H  -3.409  -3.833  3.879  0.002
H  -1.925  -2.873  3.892  0.000
H  -1.941  -4.469  3.135  0.001
H  -3.832  -0.011  2.996  0.004
H  -2.285  0.361  2.222  0.002
H  -2.345  -0.760  3.589  0.000
Se  6.614  -0.283  -1.036  0.000
Sb  5.261  -2.310  -0.682  0.000
Se  4.981  -2.917  1.685  0.001
Se  5.848  -4.245  -2.072  0.002
Se  2.999  -1.410  -1.819  0.000
C  2.021  -0.630  1.197  0.012
C  1.034  -1.065  0.161  0.020
O  1.522  -1.940  -0.791  0.012
N  -0.195  -0.757  0.142  0.248
Te  -0.414  1.873  0.501  0.010
C  -0.305  4.032  0.920  0.004
C  -0.018  4.488  2.210  0.000
C  0.425  3.587  3.340  0.001
C  -0.110  5.849  2.506  0.000
C  -0.480  6.780  1.553  0.000
C  -0.647  8.237  1.897  0.000
C  -0.726  6.327  0.262  0.000
C  -0.646  4.979  -0.064  0.001
C  -0.941  4.569  -1.481  0.000
C  1.028  1.976  -1.056  0.000
C  2.320  2.447  -0.793  0.000
C  2.789  2.867  0.574  0.000
C  3.231  2.541  -1.843  0.000
C  2.899  2.173  -3.134  0.000
C  3.902  2.296  -4.248  0.000
C  1.624  1.673  -3.366  0.000
C  0.686  1.553  -2.349  0.000
C  -0.659  0.962  -2.671  0.000
H  2.422  -1.528  1.669  0.001
H  1.535  -0.012  1.947  0.000
H  2.858  -0.101  0.741  0.000
H  0.267  2.537  3.109  0.001
H  -0.122  3.829  4.253  0.000
H  1.488  3.740  3.538  0.000
H  0.107  6.183  3.518  0.000
H  -0.323  8.440  2.918  0.000
H  -1.697  8.528  1.810  0.000
H  -0.069  8.865  1.216  0.000
H  -1.003  7.046  -0.504  0.000
H  -1.318  5.413  -2.061  0.000
H  -1.684  3.770  -1.496  0.000
H  -0.041  4.189  -1.967  0.000
H  2.247  2.341  1.357  0.000
H  2.627  3.939  0.720  0.000
H  3.855  2.660  0.683  0.000
H  4.239  2.880  -1.634  0.000
H  4.878  2.569  -3.850  0.000
H  3.588  3.056  -4.969  0.000
H  4.009  1.348  -4.779  0.000
H  1.354  1.350  -4.367  0.000
H  -0.744  0.758  -3.739  0.000
H  -1.464  1.637  -2.371  0.000
H  -0.801  0.024  -2.130  -0.001
C  -0.097  -6.714  -0.573  0.016
Sb  0.661  -4.681  -0.493  0.040
C  1.828  -4.892  -2.279  0.005
C  2.263  -5.181  0.851  0.010
H  0.728  -7.397  -0.771  0.002
H  -0.848  -6.824  -1.356  0.000
H  -0.551  -6.973  0.385  0.000
H  2.173  -5.922  -2.356  0.001
H  2.695  -4.234  -2.220  0.000
H  1.251  -4.628  -3.164  0.000
H  2.095  -6.180  1.255  0.000
H  2.341  -4.470  1.669  0.000
H  3.198  -5.164  0.293  0.001

---

Record 2
C3H7BFO7PPd as an isolated structure at a distorted geometry. Source: the OMol25 dataset; level of theory: ωB97M-V/def2-TZVPD.

Computed properties:
F_max in hartree/bohr: 0.02325
LUMO energy (alpha / beta) in eV: 4.58 / 4.58
ΔE to the lowest compared entry with this formula, charge and spin in eV: 0.000
Net charge: -2
Molecular weight in g mol⁻¹: 322.29
Spin multiplicity: 3
E in hartree: -1239.1803

Last column: natural (NBO) charge in e.
Cartesian coordinates (Å):
Pd  -8.833  -14.070  -13.230  1.040
B  -6.719  -13.219  -13.131  -0.792
H  -7.022  -14.096  -12.331  -0.026
H  -7.641  -12.433  -13.099  -0.038
H  -5.697  -12.675  -12.771  -0.023
H  -6.577  -13.722  -14.228  -0.004
P  -10.654  -15.486  -13.891  2.424
O  -10.783  -13.957  -14.278  -1.164
O  -11.729  -16.422  -14.325  -1.201
O  -10.286  -15.382  -12.361  -1.127
O  -9.215  -15.755  -14.534  -1.087
C  -12.616  -10.376  -12.068  -0.125
C  -11.560  -9.312  -11.819  0.434
O  -10.383  -10.019  -11.731  -0.501
C  -10.638  -11.379  -11.614  0.973
O  -9.825  -12.209  -11.511  -0.489
O  -11.978  -11.577  -11.710  -0.462
F  -11.816  -8.655  -10.627  -0.372
H  -12.938  -10.387  -13.112  0.197
H  -13.499  -10.233  -11.445  0.194
H  -11.443  -8.555  -12.590  0.150

---

Record 3
One molecule with the formula C3H4O2S2 at a distorted geometry. Source: the OMol25 dataset; level of theory: ωB97M-V/def2-TZVPD.

Computed properties:
F_max in hartree/bohr: 0.11264
SMILES: O=C(S)CC(=O)S
LUMO energy in eV: -0.40
ΔE to the lowest compared entry with this formula, charge and spin in eV: 1.800
Molecular weight in g mol⁻¹: 136.20
Spin multiplicity: 1
E in hartree: -1063.4980

Last column: natural (NBO) charge in e.
Cartesian coordinates (Å):
C  -0.396  -0.519  1.103  0.304
C  0.857  -0.617  0.339  -0.647
C  0.788  0.227  -0.877  0.473
H  -1.071  -2.137  -0.548  0.166
H  1.737  -0.249  0.874  0.279
H  1.289  -1.612  -0.292  0.272
H  0.062  2.290  0.433  0.184
O  -0.700  0.539  1.731  -0.534
O  0.847  -0.305  -1.993  -0.548
S  -1.356  -1.773  0.721  0.122
S  0.688  2.104  -0.831  -0.071

---

Record 4
A 2-piece molecular cluster, CH6N2Si overall at a distorted geometry. Source: the OMol25 dataset; level of theory: ωB97M-V/def2-TZVPD.

Computed properties:
F_max in hartree/bohr: 0.08014
LUMO energy in eV: 0.45
ΔE to the lowest compared entry with this formula, charge and spin in eV: 5.949
Molecular weight in g mol⁻¹: 74.16
Spin multiplicity: 1
E in hartree: -440.4679

Last column: natural (NBO) charge in e.
Cartesian coordinates (Å):
C  -0.418  -0.364  0.014  -0.100
N  -0.424  -0.966  1.311  -0.481
N  0.196  -1.554  0.180  -0.536
Si  0.447  1.299  -0.603  0.801
H  -1.980  -0.365  -0.919  -0.012
H  0.378  -0.840  1.968  0.360
H  -0.096  -2.396  -0.281  0.371
H  -0.619  2.391  -0.374  -0.124
H  1.289  1.020  -1.872  -0.110
H  1.226  1.774  0.576  -0.169

---

Record 5
One molecule with the formula C4H5Cl3S at a distorted geometry. Source: the OMol25 dataset; level of theory: ωB97M-V/def2-TZVPD.

Computed properties:
F_max in hartree/bohr: 0.03321
SMILES: S=C(CCl)CC(Cl)Cl
LUMO energy in eV: -0.68
ΔE to the lowest compared entry with this formula, charge and spin in eV: 0.238
Molecular weight in g mol⁻¹: 191.51
Spin multiplicity: 1
E in hartree: -1934.1545

Last column: natural (NBO) charge in e.
Cartesian coordinates (Å):
C  1.260  -0.446  -1.046  -0.480
C  0.927  0.624  -0.092  -0.066
C  -0.181  0.317  0.968  -0.529
C  -1.602  0.019  0.453  -0.210
H  0.335  -0.737  -1.539  0.241
H  1.988  -0.218  -1.776  0.242
H  -0.136  1.055  1.741  0.255
H  0.199  -0.530  1.535  0.255
H  -2.352  0.042  1.222  0.237
S  1.695  2.045  -0.217  0.122
Cl  1.836  -1.885  -0.228  -0.038
Cl  -1.885  -1.547  -0.317  -0.013
Cl  -2.084  1.262  -0.706  -0.017

---

Record 6
One molecule with the formula C4H6N2O at a distorted geometry. Source: the OMol25 dataset; level of theory: ωB97M-V/def2-TZVPD.

Computed properties:
F_max in hartree/bohr: 0.18019
SMILES: O=C1NC[C@@H]2CN12
LUMO energy in eV: 0.64
ΔE to the lowest compared entry with this formula, charge and spin in eV: 3.926
Molecular weight in g mol⁻¹: 98.11
Spin multiplicity: 1
E in hartree: -340.6506

Last column: natural (NBO) charge in e.
Cartesian coordinates (Å):
C  -0.610  -0.787  -1.055  0.710
C  1.141  -0.112  0.375  -0.237
C  0.197  0.991  0.005  -0.125
C  -1.113  0.763  0.582  -0.261
H  0.328  -2.377  -0.125  0.445
H  1.535  -0.087  1.483  0.228
H  2.181  -0.052  -0.194  0.200
H  0.514  2.007  0.104  0.224
H  -1.093  -0.050  1.234  0.209
H  -1.552  1.799  0.861  0.219
N  0.323  -1.177  -0.273  -0.627
N  -0.970  0.576  -0.918  -0.367
O  -0.880  -1.494  -2.079  -0.621